This record from the Open Molecules 2025 dataset describes a cluster of 2 separate species, C5H13N2 in total. The level of theory is ωB97M-V with the def2-TZVPD basis set.

Last column: Mulliken charge in e.
Geometry (Å):
C: 2.0754 -1.3200 1.2630  0.291
C: -1.9849 2.1264 -0.7018  -1.274
C: -3.0905 -0.0648 -0.7624  -0.775
C: 1.6980 0.5118 -0.4002  -0.741
C: -2.0677 0.7301 -0.2873  0.067
N: 2.3902 -2.6159 1.4400  -0.369
N: 1.6119 -0.7967 0.2011  -0.178
H: 2.2669 -0.5144 2.0663  0.304
H: -2.0367 2.2435 -1.8275  0.330
H: -2.7987 2.7357 -0.3766  0.363
H: -1.0851 2.5400 -0.4698  0.346
H: 0.6822 0.6975 -0.8193  0.175
H: -3.2474 -1.0605 -0.2116  0.227
H: -4.0927 0.2675 -1.2835  0.247
H: 1.8924 1.3140 0.3333  0.338
H: 2.4611 0.5495 -1.0674  0.401
H: -1.4653 0.3416 0.5088  0.492
H: 3.0268 -2.7293 2.1898  0.266
H: 2.2679 -3.3513 0.7292  0.247
H: 1.4962 -1.6045 -0.5241  0.244

Values from the calculation:
**HOMO level**: -12.07 eV
**Multiplicity**: 1
**HOMO-LUMO gap**: 8.36 eV
**Charge**: +1
**ΔE to the lowest compared entry with this formula, charge and spin**: 78.54 kcal/mol